150
Properties=species:S:1:pos:R:3:lowdin_charge:R:1 method="wB97M-V/def2-TZVPD" multiplicity=1 homo_lumo_gap_ev=7.2 lumo_energy_ha=-0.1584 charge=+1
C -4.544 1.909 1.884 -0.104
C -4.747 1.708 0.240 -0.247
O -3.557 1.125 -0.421 -0.224
C -3.756 -0.362 -0.381 -0.183
C -2.293 -1.114 -0.586 -0.086
C -1.346 -1.071 0.786 -0.233
N 0.139 -1.043 0.499 0.000
B 0.685 0.172 1.210 -0.542
O 0.866 1.401 0.356 0.049
N 1.056 0.324 2.666 -0.130
C 0.199 1.500 3.162 -0.101
C 2.484 0.775 2.880 -0.098
C 0.859 -2.321 0.755 -0.517
I 0.181 -3.812 -0.782 1.077
C 2.486 -2.310 0.392 -0.240
O 3.066 -1.466 -0.493 -0.012
N 3.470 -3.376 0.923 0.122
C 4.579 -2.757 1.734 -0.191
O 4.637 -1.519 2.223 0.030
F 5.737 -3.665 2.076 -0.025
C 0.524 -3.048 2.202 -0.203
F 1.631 -2.864 3.217 -0.055
N -0.711 -2.556 2.903 -0.229
P -1.319 -3.669 4.206 0.980
C -0.152 -5.145 4.492 -0.280
C -1.210 -2.675 5.880 -0.266
C -1.830 -2.051 1.994 -0.482
Cl -2.874 -0.991 3.176 0.731
B -2.837 -3.282 1.608 -0.616
N -4.360 -3.003 1.655 0.073
O -2.478 -4.673 1.270 -0.070
H -3.421 2.006 2.200 0.060
H -4.927 0.881 2.354 0.050
H -5.246 2.755 2.285 0.070
H -5.696 1.002 0.075 0.135
H -5.027 2.773 -0.193 0.074
H -4.263 -0.575 0.650 0.089
H -4.487 -0.669 -1.273 0.152
H -2.353 -2.155 -1.101 0.080
H -1.707 -0.413 -1.357 0.150
H -1.579 0.037 1.182 0.140
H 1.001 1.123 -0.602 0.123
H 0.300 1.565 4.331 0.116
H 0.553 2.536 2.696 0.119
H -0.936 1.381 2.824 0.081
H 3.146 0.754 1.889 0.110
H 2.979 -0.042 3.597 0.101
H 2.564 1.791 3.460 0.108
H 3.908 -3.745 0.029 0.108
H 0.533 -4.215 1.969 0.129
H -0.413 -1.697 3.459 0.131
H 0.907 -4.862 4.916 0.070
H -0.001 -5.718 3.459 0.046
H -0.733 -5.916 5.185 0.092
H -2.096 -2.936 6.599 0.074
H -1.283 -1.532 5.590 0.036
H -0.142 -2.797 6.394 0.075
H -4.739 -3.584 0.867 0.080
H -4.661 -3.445 2.564 0.092
H -2.885 -5.252 1.994 0.075
C 5.022 0.295 -2.327 -0.068
C 4.641 1.087 -3.508 -0.241
N 4.339 1.713 -4.442 0.155
H 5.222 0.934 -1.460 0.079
H 4.232 -0.405 -2.037 0.040
H 5.926 -0.295 -2.510 0.087
C -0.281 -8.257 -1.365 -0.060
C -0.292 -7.802 0.035 -0.278
N -0.300 -7.442 1.142 0.140
H -1.144 -8.892 -1.591 0.074
H -0.307 -7.414 -2.065 0.078
H 0.618 -8.839 -1.595 0.091
C -7.173 5.217 -1.964 -0.057
C -6.702 4.670 -0.681 -0.217
N -6.330 4.238 0.333 0.143
H -8.266 5.283 -1.999 0.086
H -6.782 6.224 -2.143 0.088
H -6.860 4.594 -2.809 0.082
C 1.731 -2.641 -4.765 -0.071
C 0.898 -3.851 -4.664 -0.290
N 0.240 -4.807 -4.585 0.118
H 2.779 -2.887 -4.966 0.084
H 1.393 -1.983 -5.572 0.090
H 1.708 -2.056 -3.839 0.066
C -8.057 6.680 2.291 -0.146
C -8.438 7.472 1.109 -0.281
N -8.740 8.097 0.176 0.108
H -7.857 7.318 3.158 0.017
H -8.847 5.979 2.580 0.073
H -7.153 6.090 2.107 0.045
C 6.137 -5.946 -1.752 -0.058
C 4.706 -5.936 -1.405 -0.250
N 3.575 -5.928 -1.131 0.129
H 6.770 -5.927 -0.858 0.083
H 6.408 -6.841 -2.322 0.092
H 6.412 -5.078 -2.361 0.086
C 3.481 4.171 -6.268 -0.112
C 3.100 4.963 -7.449 -0.260
N 2.798 5.589 -8.383 0.125
H 3.681 4.809 -5.400 0.064
H 2.691 3.471 -5.978 0.067
H 4.385 3.581 -6.451 0.058
C 7.470 -5.513 3.611 -0.085
C 8.326 -6.701 3.767 -0.262
N 9.002 -7.639 3.889 0.128
H 6.511 -5.635 4.126 0.084
H 7.945 -4.615 4.022 0.089
H 7.249 -5.308 2.558 0.053
C -12.437 8.434 1.408 -0.067
C -11.499 8.012 2.462 -0.248
N -10.758 7.678 3.295 0.136
H -12.732 9.482 1.526 0.085
H -11.996 8.333 0.411 0.078
H -13.354 7.836 1.419 0.082
C 3.437 7.942 -11.073 -0.100
C 3.056 8.734 -12.254 -0.272
N 2.755 9.359 -13.188 0.108
H 3.638 8.580 -10.205 0.081
H 2.647 7.241 -10.783 0.060
H 4.342 7.352 -11.256 0.024
C 10.525 -7.026 7.213 -0.085
C 10.775 -5.952 8.189 -0.274
N 10.973 -5.104 8.960 0.115
H 11.369 -7.721 7.151 0.084
H 9.640 -7.614 7.476 0.081
H 10.361 -6.627 6.206 0.054
C -7.934 7.289 6.711 -0.059
C -7.203 6.972 5.472 -0.218
N -6.625 6.722 4.494 0.129
H -7.720 8.305 7.058 0.085
H -9.018 7.216 6.571 0.084
H -7.667 6.606 7.524 0.082
C 7.288 5.953 -9.605 -0.071
C 6.907 6.745 -10.787 -0.252
N 6.605 7.371 -11.720 0.140
H 7.488 6.591 -8.738 0.082
H 6.498 5.252 -9.316 0.075
H 8.192 5.363 -9.789 0.081
C 3.039 3.751 -0.658 -0.065
C 2.657 4.542 -1.839 -0.254
N 2.356 5.168 -2.773 0.133
H 3.239 4.389 0.210 0.089
H 2.248 3.050 -0.368 0.047
H 3.943 3.160 -0.841 0.068
C -4.015 -8.051 -0.445 -0.046
C -4.369 -7.088 0.612 -0.210
N -4.649 -6.328 1.446 0.150
H -2.993 -8.427 -0.324 0.051
H -4.681 -8.920 -0.441 0.093
H -4.077 -7.600 -1.441 0.092



66
Properties=species:S:1:pos:R:3:nbo_charge:R:1 method="wB97M-V/def2-TZVPD" multiplicity=1 homo_lumo_gap_ev=5.2 lumo_energy_ha=-0.2168 e_above_lowest_kj_mol=55.3 charge=+1
C -2.383 -2.344 4.765 -0.212
C -2.214 -0.968 4.950 -0.227
C -1.273 -0.261 4.195 -0.136
C -0.489 -0.945 3.265 -0.523
Si 0.658 -0.040 2.111 1.706
C 0.865 1.741 2.627 -0.432
C 2.032 2.148 3.286 -0.199
C 2.162 3.460 3.752 -0.206
C 1.129 4.381 3.551 -0.201
C -0.030 3.990 2.870 -0.204
C -0.165 2.673 2.409 -0.239
C 2.292 -0.912 2.379 -0.529
C 2.519 -1.500 3.636 -0.139
C 3.797 -1.939 3.999 -0.215
C 4.858 -1.809 3.098 -0.200
C 4.630 -1.261 1.828 -0.211
C 3.351 -0.822 1.462 -0.190
C -0.076 -0.042 0.381 -0.928
C -1.341 -0.861 0.340 -0.043
C -2.598 -0.357 0.375 -0.514
C -0.621 -2.334 3.107 -0.217
C -1.581 -3.033 3.847 -0.204
H -3.140 -2.884 5.332 0.221
H -2.822 -0.434 5.679 0.219
H -1.140 0.814 4.328 0.215
H 2.832 1.426 3.458 0.225
H 3.067 3.756 4.281 0.223
H 1.222 5.398 3.934 0.223
H -0.837 4.708 2.709 0.214
H -1.085 2.368 1.899 0.200
H 1.697 -1.588 4.351 0.216
H 3.952 -2.362 4.992 0.220
H 5.857 -2.120 3.395 0.223
H 5.461 -1.161 1.130 0.221
H 3.179 -0.381 0.476 0.205
H -0.232 1.015 0.122 0.251
H 0.741 -0.443 -0.239 0.260
H -1.170 -1.945 0.387 0.212
H -3.419 -0.912 0.840 0.234
H -2.775 0.685 0.115 0.195
H 0.015 -2.875 2.398 0.215
H -1.700 -4.109 3.699 0.217
F -8.903 -2.126 0.096 -0.310
C -7.625 -2.329 -0.384 0.391
C -7.347 -3.514 -1.054 -0.176
C -6.021 -3.741 -1.467 -0.200
C -5.074 -2.735 -1.362 -0.109
C -5.431 -1.458 -0.847 -0.160
C -4.551 -0.367 -1.102 0.159
C -4.966 0.983 -1.300 -0.189
C -3.957 1.880 -1.754 -0.113
C -4.211 3.233 -1.910 -0.204
C -5.496 3.746 -1.680 -0.167
C -6.492 2.865 -1.277 0.371
F -7.739 3.364 -1.001 -0.306
C -6.279 1.502 -1.126 -0.142
C -6.679 -1.328 -0.178 -0.203
H -8.138 -4.231 -1.256 0.260
H -5.749 -4.697 -1.902 0.247
H -4.056 -2.870 -1.737 0.234
H -3.646 -0.652 -1.640 0.250
H -2.962 1.477 -1.943 0.231
H -3.400 3.900 -2.208 0.247
H -5.727 4.793 -1.839 0.258
H -7.126 0.882 -0.853 0.238
H -6.912 -0.471 0.452 0.250



13
Properties=species:S:1:pos:R:3:nbo_charge:R:1 method="wB97M-V/def2-TZVPD" multiplicity=1 homo_lumo_gap_ev=4.1 lumo_energy_ha=-0.1459 e_above_lowest_kj_mol=828.0
O 0.658 -1.709 1.038 -0.455
C 0.482 -0.720 0.379 0.439
N -1.687 2.815 -0.259 -0.578
C -1.484 1.462 -0.414 0.005
O -1.539 0.965 -1.788 -0.694
H 1.110 0.152 0.630 0.166
H -2.535 3.117 0.158 0.333
H -0.453 1.248 -0.142 0.191
H -2.058 0.737 0.179 0.144
H -1.769 1.748 -2.295 0.476
H 2.196 -2.112 1.143 0.467
H 3.265 -2.670 0.094 0.466
O 3.100 -2.524 1.025 -0.959



42
Properties=species:S:1:pos:R:3:nbo_charge:R:1 method="wB97M-V/def2-TZVPD" multiplicity=1 homo_lumo_gap_ev=7.3 lumo_energy_ha=0.0784 e_above_lowest_kj_mol=0.4 charge=-1
Tl 1.363 0.184 -0.901 0.838
O 2.944 -3.587 -4.372 -0.703
C 2.414 -2.564 -3.596 0.770
O 3.009 -2.017 -2.684 -0.563
C 0.964 -2.236 -4.010 0.067
C 0.390 -2.938 -5.072 -0.236
C -0.918 -2.491 -5.365 -0.181
C -1.558 -1.579 -4.568 -0.210
C -0.863 -1.012 -3.491 0.126
N 0.380 -1.429 -3.185 -0.412
C -1.515 0.040 -2.571 0.748
O -2.731 0.062 -2.689 -0.688
O -0.779 0.746 -1.836 -0.836
H 3.848 -3.685 -4.126 0.493
H 0.978 -3.698 -5.640 0.247
H -1.498 -2.988 -6.112 0.209
H -2.553 -1.178 -4.809 0.251
C 1.481 -0.042 3.827 -0.414
N 0.200 0.329 3.251 -0.430
C -0.637 1.184 4.118 -0.419
C -0.332 -0.194 2.137 0.365
S 0.189 -1.701 1.549 -0.346
N -1.321 0.517 1.523 -0.475
C -1.159 1.967 1.269 -0.423
C -2.563 -0.111 1.017 -0.413
H 1.699 0.714 4.634 0.213
H 2.263 0.072 3.094 0.232
H 1.538 -1.104 4.213 0.206
H -0.714 0.719 5.113 0.196
H -1.618 1.293 3.655 0.217
H -0.154 2.193 4.215 0.232
H -0.333 2.404 1.859 0.236
H -2.096 2.497 1.572 0.186
H -0.969 2.077 0.199 0.235
H -2.493 -1.185 1.251 0.227
H -2.596 -0.004 -0.070 0.234
H -3.442 0.414 1.467 0.183
N 2.140 2.412 1.133 -0.600
C 2.213 3.053 2.109 0.489
N 2.458 3.755 3.210 -0.731
C 1.533 4.281 3.952 0.440
N 0.839 4.831 4.732 -0.561



15
Properties=species:S:1:pos:R:3:nbo_charge:R:1 method="wB97M-V/def2-TZVPD" multiplicity=1 homo_lumo_gap_ev="7.3 / 7.8" lumo_energy_ha="0.0768 / 0.1031" e_above_lowest_kj_mol=78.7 charge=-1
C -0.144 -0.686 2.185 -0.064
C 1.092 -1.352 0.355 0.135
C -0.533 0.506 1.547 -0.013
C 0.874 -0.007 -0.372 0.139
N 0.605 -1.584 1.514 -0.459
N 0.043 0.827 0.380 -0.203
O -1.687 0.406 -3.174 -1.123
O 0.126 -0.489 -1.451 -0.784
O 0.491 1.742 -2.501 -1.166
O -1.449 1.260 -0.832 -0.718
P -0.656 0.870 -2.219 2.473
H -0.497 -0.825 3.251 0.185
H 1.306 -2.290 -0.210 0.196
H -1.338 1.068 2.086 0.209
H 1.767 0.554 -0.561 0.191



90
Properties=species:S:1:pos:R:3:lowdin_charge:R:1 method="wB97M-V/def2-TZVPD" multiplicity=1 homo_lumo_gap_ev=6.6 lumo_energy_ha=0.0118 e_above_lowest_kj_mol=0.0
Bi 0.271 -0.105 0.677 1.147
C 2.418 3.397 0.829 -0.077
C 0.988 3.202 0.392 -0.241
C -0.020 3.128 1.369 -0.245
C 0.348 3.387 2.808 -0.051
C -1.346 2.879 0.994 -0.221
C -2.415 2.702 2.048 -0.044
C -1.675 2.787 -0.365 -0.208
C -3.112 2.701 -0.811 -0.033
C -0.668 2.818 -1.331 -0.219
C -0.992 2.565 -2.783 -0.040
C 0.658 3.063 -0.959 -0.217
C 1.696 3.228 -2.044 -0.040
H 2.652 4.456 0.977 0.094
H 3.114 2.992 0.098 0.064
H 2.605 2.869 1.762 0.011
H 0.840 2.517 3.254 0.040
H -0.525 3.635 3.407 0.069
H 1.036 4.230 2.875 0.083
H -2.865 3.659 2.327 0.095
H -2.006 2.247 2.947 0.072
H -3.205 2.042 1.694 0.066
H -3.383 1.683 -1.080 0.061
H -3.277 3.334 -1.683 0.085
H -3.793 3.037 -0.034 0.074
H -1.077 3.499 -3.347 0.093
H -1.927 2.020 -2.891 0.063
H -0.208 1.962 -3.245 0.069
H 2.027 2.255 -2.423 0.071
H 2.563 3.777 -1.688 0.070
H 1.283 3.790 -2.881 0.079
F -1.511 -1.759 5.706 0.067
C -1.841 -1.666 4.406 -0.273
C -0.978 -1.044 3.528 -0.115
C -1.300 -0.932 2.183 -0.305
C -2.558 -1.412 1.749 -0.159
C -3.364 -2.081 2.669 -0.229
F -4.517 -2.650 2.245 0.059
C -3.029 -2.237 3.994 0.064
C -3.034 -1.252 0.353 -0.247
C -4.337 -0.860 0.044 -0.013
C -4.695 -0.709 -1.287 -0.068
C -3.748 -0.945 -2.279 -0.067
C -2.480 -1.334 -1.881 -0.141
N -2.142 -1.482 -0.607 0.055
H -0.021 -0.689 3.901 0.003
H -3.657 -2.797 4.672 0.131
H -5.050 -0.662 0.831 0.119
H -5.696 -0.390 -1.546 0.110
H -3.986 -0.840 -3.329 0.100
H -1.680 -1.560 -2.589 0.032
C -0.268 -5.052 -0.278 -0.046
N 1.054 -4.532 -0.574 -0.149
C 1.754 -5.246 -1.635 -0.069
C 1.304 -3.218 -0.302 -0.467
N 0.439 -2.409 0.183 -0.003
N 2.630 -2.824 -0.412 0.135
C 3.107 -1.578 -0.776 -0.631
N 4.446 -1.425 -0.491 0.133
N 2.380 -0.737 -1.406 0.049
H -0.207 -6.138 -0.250 0.089
H -1.005 -4.763 -1.036 0.098
H -0.596 -4.702 0.700 0.096
H 1.750 -6.311 -1.405 0.088
H 2.781 -4.909 -1.723 0.081
H 1.255 -5.094 -2.596 0.044
H -0.534 -2.669 0.077 0.018
H 3.323 -3.499 -0.139 0.145
H 4.808 -1.972 0.275 0.086
H 4.760 -0.470 -0.461 0.090
H 2.877 0.133 -1.573 0.041
Te 2.299 -0.170 2.386 0.087
N 2.061 -0.736 -4.630 0.100
C 0.865 -1.361 -4.596 -0.893
S 0.544 -2.567 -3.515 0.714
N -0.082 -0.945 -5.503 0.039
C 0.102 -0.735 -6.886 -0.244
C -0.982 -0.265 -7.625 -0.034
C -0.887 -0.127 -8.999 -0.087
C 0.288 -0.464 -9.657 -0.098
C 1.370 -0.923 -8.923 -0.083
C 1.287 -1.055 -7.545 -0.035
H 2.606 -0.848 -3.786 0.065
H 2.120 0.147 -5.114 0.112
H -1.007 -1.255 -5.254 0.113
H -1.902 -0.015 -7.109 0.112
H -1.739 0.240 -9.555 0.104
H 0.354 -0.376 -10.733 0.101
H 2.287 -1.201 -9.426 0.105
H 2.128 -1.441 -6.987 0.102



18
Properties=species:S:1:pos:R:3:nbo_charge:R:1 method="wB97M-V/def2-TZVPD" multiplicity=1 homo_lumo_gap_ev=10.3 lumo_energy_ha=0.0367 e_above_lowest_kj_mol=20.5
C -1.152 0.285 0.416 -0.037
C -0.535 1.176 -0.684 -0.418
C 0.889 1.505 -0.199 -0.399
C 1.287 0.354 0.704 -0.254
C 1.080 -1.025 0.180 0.195
C 0.027 -0.419 1.054 -0.271
H -2.904 -0.130 -0.495 0.352
H -2.524 -1.172 0.630 0.351
H -1.572 0.951 1.226 0.162
H -0.504 0.606 -1.592 0.228
H -1.121 2.081 -0.862 0.207
H 1.596 1.646 -1.022 0.218
H 0.869 2.418 0.397 0.207
H 2.101 0.513 1.444 0.222
H 1.685 -1.850 0.599 0.180
H -0.092 -0.846 2.050 0.221
N -2.144 -0.628 -0.120 -0.817
F 0.877 -1.230 -1.151 -0.346



Table of max |F| (eV Å⁻¹), in record order: 9.67 2.37 4.09 3.52 4.54 1.00 1.49